Here is 2 unconnected molecules or ions with the total composition C4H12 in a non-equilibrium geometry from OMol25. Energies are from wB97M-V/def2-TZVPD.

Properties
SMILES = CC.CC
HOMO = -11.45 eV
LUMO energy = 1.15 eV
gap between HOMO and LUMO = 12.6 eV
relative energy (zero: lowest compared OMol25 entry of this formula, charge and spin) = 7.2 kcal/mol
strongest force on any atom = 1.37 eV/Å

```
! RIJCOSX wB97M-V def2-TZVPD def2/J DEFGRID3
* xyz 0 1
C -1.95 -0.68 2.12
C -0.72 -0.67 1.21
H -2.70 -1.44 1.88
H -1.63 -0.74 3.16
H -2.58 0.22 2.03
H -0.12 0.17 1.58
H -0.99 -0.54 0.17
H -0.13 -1.56 1.38
C 1.13 1.36 -1.53
C 1.57 -0.07 -1.91
H 0.49 1.34 -0.64
H 2.01 1.95 -1.29
H 0.53 1.96 -2.21
H 1.72 -0.74 -1.06
H 0.83 -0.60 -2.51
H 2.54 0.06 -2.39
*
```